# 1
Here is a molecular structure, C39H40BINO6Zr from OMol25. Energies are from ωB97M-V with the def2-TZVPD basis set.

XYZ file:
```
89
Properties=species:S:1:pos:R:3:forces:R:3
Zr -0.0472 1.0852 -1.5017 0.2427 0.3479 -0.7241
C 1.2920 3.5482 0.7018 0.0292 0.0278 0.0615
C 1.1641 3.3243 -0.7816 0.0142 -0.0818 -0.0148
C 2.2043 2.6394 -1.4638 -0.0753 -0.0534 0.0932
C 3.4513 2.2605 -0.7071 0.0491 0.0166 0.0002
C 2.1086 2.4263 -2.8531 0.1048 -0.0943 0.0356
C 3.2893 1.9329 -3.6473 0.0288 0.0138 -0.0105
C 0.9236 2.7526 -3.5403 -0.0106 -0.0289 0.0286
C 0.7766 2.3888 -4.9924 -0.0312 0.0020 -0.0097
C -0.0657 3.5106 -2.8831 -0.0517 -0.0492 0.0164
C -1.2021 4.1295 -3.6515 -0.0019 0.0681 0.0037
C 0.0751 3.8326 -1.5175 0.0007 -0.0245 0.1955
C -0.9500 4.7413 -0.8972 -0.0222 0.0900 -0.0257
H 2.0611 4.2962 0.9095 -0.0144 0.0140 -0.0076
H 1.5812 2.6322 1.2137 -0.0044 -0.0137 -0.0152
H 0.3628 3.8732 1.1550 -0.0079 -0.0043 -0.0156
H 4.1031 3.1334 -0.6082 0.0133 -0.0090 -0.0340
H 4.0125 1.4724 -1.1996 -0.0255 -0.0207 -0.0031
H 3.2244 1.9142 0.2968 -0.0086 0.0177 0.0032
H 3.2259 0.8709 -3.8878 -0.0279 -0.0084 0.0082
H 4.2225 2.1089 -3.1215 -0.0035 -0.0054 -0.0019
H 3.3415 2.4678 -4.5944 0.0051 0.0265 0.0157
H 1.0236 3.2396 -5.6328 0.0148 -0.0036 -0.0005
H -0.2449 2.0879 -5.2165 -0.0043 0.0090 0.0029
H 1.4202 1.5558 -5.2591 0.0074 0.0040 0.0092
H -0.9822 5.1903 -3.8029 0.0208 -0.0080 -0.0154
H -2.1423 4.0839 -3.1042 0.0025 -0.0179 -0.0026
H -1.3479 3.6789 -4.6258 0.0038 0.0039 -0.0036
H -1.9300 4.2667 -0.8491 0.0101 -0.0272 -0.0037
H -1.0493 5.6404 -1.5069 0.0014 -0.0039 0.0038
H -0.6840 5.0572 0.1040 0.0224 -0.0031 -0.0112
I -2.5993 1.0013 -3.4670 -0.1962 0.1548 0.1709
C -1.9143 -0.8052 -4.2213 0.1458 -0.3333 -0.1931
C -2.7530 -1.5538 -4.9955 -0.0115 0.0327 0.0102
C -2.2706 -2.7347 -5.5955 -0.0035 -0.0036 0.0001
C -0.9683 -3.1030 -5.4282 -0.0435 0.0209 -0.0010
C -0.0948 -2.3276 -4.6294 0.0257 -0.0811 -0.0618
C 1.2684 -2.6905 -4.4813 0.0307 0.0230 0.0061
C 2.1030 -1.9570 -3.6984 0.1414 -0.0225 0.2453
C 1.6051 -0.8355 -2.9869 -0.2681 -0.0755 -0.2100
C 0.3007 -0.4090 -3.1231 -0.1763 0.0385 0.0928
C -0.5651 -1.1647 -3.9757 0.0139 0.2013 0.0392
H -3.7776 -1.2495 -5.1617 0.0075 0.0130 0.0072
H -2.9395 -3.3311 -6.2010 0.0013 0.0056 0.0045
H -0.5875 -3.9965 -5.9070 0.0236 0.0074 0.0116
H 1.6368 -3.5638 -5.0054 -0.0221 0.0021 -0.0099
H 3.1419 -2.2425 -3.5916 -0.0083 -0.0053 0.0230
H 2.3003 -0.3290 -2.3186 -0.0488 0.0182 0.0549
O -1.5435 -0.2297 -0.5650 0.0931 -0.1206 0.0937
C -1.9907 0.7312 0.1330 0.4053 -0.1074 -0.1151
O -1.6096 1.9063 -0.2133 -0.2091 0.0811 0.0570
C -2.7932 0.4973 1.3389 0.0675 -0.2239 -0.0055
C -3.4550 1.5381 1.9805 -0.0044 0.0338 -0.0019
C -4.1306 1.2978 3.1654 -0.0443 0.0027 0.0530
C -4.1200 0.0290 3.7282 0.0222 0.0587 -0.0628
C -3.4349 -0.9797 3.0747 0.0587 -0.1937 0.0526
C -2.7778 -0.7870 1.8789 -0.0552 0.2015 0.0597
N -3.3744 -2.3238 3.6995 -0.1421 0.0711 -0.0986
O -2.7075 -3.1669 3.1385 0.0083 0.0135 0.0330
O -3.9968 -2.4855 4.7271 0.0707 -0.0076 -0.0032
H -3.4329 2.5301 1.5492 0.0012 -0.0069 -0.0050
H -4.6572 2.0982 3.6663 0.0062 0.0049 -0.0191
H -4.6231 -0.1829 4.6599 0.0043 -0.0170 0.0132
H -2.2425 -1.5943 1.4019 0.0001 -0.0045 -0.0036
C -0.3698 -2.0740 6.0912 0.0095 0.0670 0.0370
C 0.6340 -3.0055 5.4114 0.0030 0.0096 0.0028
C 1.8883 -3.0842 6.2930 0.0069 -0.0159 0.0203
C -0.0023 -4.3978 5.3017 -0.0325 -0.0683 -0.0061
C 1.0312 -2.5087 4.0211 -0.0050 0.0076 0.0400
C 1.8766 -3.2957 3.2270 0.0391 -0.0364 0.0078
C 2.2816 -2.9291 1.9491 -0.0531 0.0733 0.0187
C 1.8001 -1.7261 1.4790 0.0513 -0.0791 -0.0337
O 1.9687 -1.1367 0.2363 -0.0176 0.1331 0.0153
B 1.1919 0.0174 0.2613 -0.2295 -0.1541 0.0146
O 0.6231 0.1854 1.5271 0.0050 0.0499 0.0729
C 0.9801 -0.9377 2.2518 -0.0116 0.1005 0.0934
C 0.5786 -1.2872 3.5226 0.0231 -0.0874 -0.0371
H -0.6359 -2.4820 7.0669 -0.0059 -0.0034 -0.0056
H -1.2941 -1.9708 5.5184 0.0146 -0.0452 -0.0091
H 0.0469 -1.0779 6.2578 0.0066 -0.0084 -0.0108
H 1.6260 -3.4630 7.2830 0.0082 0.0023 -0.0049
H 2.3462 -2.1003 6.4136 -0.0139 0.0029 -0.0090
H 2.6367 -3.7522 5.8648 -0.0105 -0.0064 0.0040
H -0.3658 -4.7172 6.2804 0.0174 0.0032 0.0040
H 0.7134 -5.1465 4.9603 0.0066 0.0182 -0.0216
H -0.8471 -4.3957 4.6105 0.0054 0.0363 0.0193
H 2.2278 -4.2415 3.6180 0.0010 0.0057 -0.0001
H 2.9237 -3.5601 1.3507 -0.0010 -0.0021 0.0004
H -0.0747 -0.6410 4.0909 0.0072 0.0315 -0.0284
```
Positions in Å, forces in eV/Å.

The total charge is +1. Its relative energy (zero: lowest compared OMol25 entry of this formula, charge and spin) is 0.0000 eV. Its HOMO energy is -0.386 Ha. The calculation puts the total energy at -2385.83790 hartree. For the lowest unoccupied orbital energy, the calculation gives -3.20 eV.

Results of the Mulliken charge analysis, in e, for atoms 1 through 2:
1 Zr -1.4580
2 C -2.0997

# 2
Here is a molecular structure, C39H40BMoN4O4S2 in a non-equilibrium geometry from OMol25. Energies are from ωB97M-V with the def2-TZVPD basis set.

XYZ file:
```
91
Properties=species:S:1:pos:R:3:forces:R:3
Mo -0.7481 0.6769 -1.4382 0.5054 -0.5941 1.2172
C 2.2034 -0.0190 -4.0622 -0.0746 0.0402 0.0106
N 1.1334 0.9560 -4.3109 0.0071 -0.0916 0.0069
C 1.3036 2.1013 -4.9940 -0.0226 0.0804 -0.0114
C 0.0592 2.6820 -5.1381 0.0912 -0.0057 -0.0129
N -0.8480 1.8773 -4.5593 -0.0169 0.0025 -0.0207
B -2.3946 2.1715 -4.7238 0.0494 -0.0126 0.0255
N -3.1887 1.7636 -3.4190 0.0850 0.0571 0.0686
C -4.4286 1.2622 -3.4994 -0.1156 -0.0040 0.0462
C -4.9611 1.2233 -2.2233 -0.0363 -0.0561 -0.0962
N -4.0232 1.6864 -1.3834 0.1184 0.0856 0.0243
C -4.2255 1.8622 0.0599 0.0587 0.0068 -0.0375
C -2.9058 2.0081 -2.1155 -0.1249 -0.0597 -0.0575
S -1.4906 2.8546 -1.5308 -0.0038 0.1129 0.0555
C -0.1994 0.8164 -4.0281 0.0236 0.0818 -0.0309
S -0.9667 -0.5948 -3.3334 0.0349 -0.2055 -0.1489
H 3.1319 0.5244 -3.9131 0.0137 0.0079 -0.0102
H 2.2907 -0.6783 -4.9232 0.0024 -0.0182 -0.0073
H 1.9766 -0.5944 -3.1722 -0.0008 -0.0042 -0.0036
H 2.2736 2.4300 -5.3314 -0.0248 0.0000 0.0030
H -0.2210 3.6045 -5.6204 0.0018 -0.0215 0.0128
H -2.4998 3.3513 -4.8712 -0.0162 0.0052 -0.0106
H -2.8172 1.4989 -5.6138 -0.0096 -0.0100 0.0006
H -4.8695 0.9836 -4.4429 -0.0017 -0.0028 0.0280
H -5.9326 0.9055 -1.8797 0.0152 -0.0015 -0.0220
H -5.2879 2.0090 0.2304 -0.0017 -0.0019 0.0176
H -3.6845 2.7421 0.3939 0.0237 0.0099 0.0282
H -3.8800 0.9789 0.5919 0.0159 -0.0116 0.0207
C 1.4997 -1.5713 4.5001 0.0418 -0.0053 0.0631
C 1.6138 -1.8278 3.0205 0.0077 -0.0056 -0.0385
C 2.4718 -3.0187 2.6687 0.0169 -0.0424 0.0112
O 2.1163 -0.6364 2.3743 0.0011 -0.0035 0.0707
C 1.2127 -0.1482 1.4328 -0.0141 -0.0051 -0.1424
C 0.1359 -1.2509 1.3144 0.0180 0.0534 -0.0957
O 0.2959 -2.0100 2.4711 0.0228 0.0068 0.0496
C -1.3448 -0.7990 1.3951 0.0001 -0.1952 0.2323
O -1.5390 -0.0422 -0.0621 0.2335 0.6794 -0.8789
C -2.3445 -1.8979 1.2692 0.1087 -0.0342 0.0266
C -3.6015 -1.8055 1.8726 -0.0114 0.0454 -0.0550
C -4.5234 -2.8314 1.7312 -0.0159 0.0520 0.0165
C -4.2111 -3.9503 0.9735 0.0272 -0.0146 -0.0133
C -2.9733 -4.0418 0.3450 -0.0570 -0.0183 0.0162
C -2.0489 -3.0256 0.4922 0.0582 -0.0295 0.0276
C -1.5672 0.2511 2.4518 -0.0896 -0.0980 0.0422
C -1.5131 1.6222 2.2172 0.0151 0.0752 -0.0337
C -1.6239 2.5289 3.2621 0.0073 0.0014 0.0145
C -1.7756 2.0750 4.5639 0.0112 -0.0465 -0.0008
C -1.8102 0.7098 4.8099 -0.0149 0.0207 0.0169
C -1.7072 -0.1986 3.7670 -0.0788 -0.0393 -0.0435
C 2.0768 0.1476 0.1697 0.1735 -0.1129 0.1961
O 0.9113 0.5045 -0.9415 -0.9954 0.2368 -0.7025
C 2.8199 1.4451 0.1927 -0.0787 -0.0270 0.1962
C 4.0467 1.6052 -0.4546 -0.0153 0.0298 -0.1304
C 4.7074 2.8245 -0.4185 0.0003 -0.0573 -0.0504
C 4.1413 3.9080 0.2341 -0.0314 0.0292 0.0258
C 2.8994 3.7756 0.8474 0.0430 0.0339 -0.0169
C 2.2482 2.5575 0.8293 0.0282 -0.0524 0.0646
C 2.7774 -1.0788 -0.3547 0.0728 0.0758 0.0770
C 2.1827 -1.9956 -1.2202 -0.0537 -0.0772 0.0761
C 2.8452 -3.1552 -1.5987 -0.0070 0.0215 -0.0001
C 4.1133 -3.4225 -1.1050 0.0133 0.0023 0.0142
C 4.7003 -2.5341 -0.2160 0.0278 -0.0124 0.0207
C 4.0393 -1.3768 0.1646 -0.0022 0.0596 -0.0189
H 2.4951 -1.4528 4.9266 -0.0111 -0.0010 -0.0021
H 1.0164 -2.4172 4.9886 -0.0029 0.0105 -0.0148
H 0.9278 -0.6629 4.6868 0.0044 -0.0285 -0.0199
H 3.5036 -2.8413 2.9710 -0.0143 0.0140 -0.0101
H 2.4402 -3.2197 1.5969 0.0052 0.0187 0.0054
H 2.1039 -3.8959 3.2003 0.0053 0.0101 -0.0132
H 0.7671 0.7791 1.7872 -0.0260 -0.0240 0.0042
H 0.2896 -1.8531 0.4166 0.0326 -0.0009 -0.0329
H -3.8623 -0.9429 2.4695 0.0320 0.0298 0.0530
H -5.4844 -2.7603 2.2232 0.0143 -0.0002 -0.0036
H -4.9278 -4.7552 0.8763 0.0059 0.0077 -0.0046
H -2.7291 -4.9162 -0.2433 0.0102 0.0114 0.0101
H -1.0839 -3.1351 0.0129 -0.0343 -0.0279 0.0186
H -1.3774 2.0135 1.2181 -0.0303 -0.0023 -0.0476
H -1.5834 3.5916 3.0593 -0.0114 -0.0117 -0.0009
H -1.8605 2.7778 5.3815 -0.0033 0.0018 -0.0080
H -1.9189 0.3429 5.8222 -0.0013 0.0049 -0.0106
H -1.7236 -1.2593 3.9769 -0.0205 0.0049 -0.0169
H 4.5006 0.7839 -0.9886 0.0117 -0.0624 0.0275
H 5.6707 2.9241 -0.9011 -0.0123 -0.0008 0.0074
H 4.6642 4.8548 0.2667 -0.0101 -0.0076 0.0025
H 2.4530 4.6211 1.3544 0.0074 -0.0232 -0.0018
H 1.2933 2.4810 1.3344 0.0260 0.0516 0.0018
H 1.1822 -1.8365 -1.6010 -0.0364 0.0429 -0.0536
H 2.3652 -3.8533 -2.2724 0.0076 0.0100 0.0017
H 4.6344 -4.3238 -1.3989 -0.0076 0.0070 0.0029
H 5.6779 -2.7450 0.1970 -0.0076 -0.0001 -0.0088
H 4.4952 -0.7189 0.8912 0.0070 0.0293 -0.0191
```
Positions in Å, forces in eV/Å.

The total charge is +3. Its HOMO energy is -0.608 Ha. The calculation puts the total energy at -2918.66475 hartree. For the lowest unoccupied orbital energy, the calculation gives -10.98 eV.

Results of the Mulliken charge analysis, in e, for atoms 1 through 2:
1 Mo 1.0217
2 C -0.6953

> Look up the HOMO of the second one.

-0.608 Ha

> The highest total charge belongs to which entry?

C39H40BMoN4O4S2

> Which value of total charge does entry 2 give?

+3